i | Formula: C3H6N3O
Source: the OMol25 dataset
Level of theory: wB97M-V/def2-TZVPD

Calculated values
HOMO-LUMO gap = 9.7 eV
SMILES = O[C@@H]1N=CNC=[NH+]1
charge = +1
HOMO = -14.606 eV

CARTESIAN COORDINATES (ANGSTROEM)
O -1.148 -1.663 1.042
C -0.199 -1.033 0.379
N 0.527 -0.141 1.218
C 0.909 0.969 0.803
N 0.574 1.443 -0.469
C -0.247 0.771 -1.246
N -0.707 -0.389 -0.813
H -0.838 -1.725 2.039
H 0.691 -1.889 -0.090
H 1.355 1.511 1.527
H 1.134 2.121 -0.899
H -0.531 1.020 -2.268
H -1.521 -0.994 -1.221

ii | Formula: C3H6N3O
Source: the OMol25 dataset
Level of theory: wB97M-V/def2-TZVPD

Calculated values
HOMO-LUMO gap (spin up / spin down) = 9.2 / 9.2 eV
SMILES = Cn1cc[n+](=O)[nH]1
charge = +1
HOMO (spin up / spin down) = -14.426 / -14.427 eV

CARTESIAN COORDINATES (ANGSTROEM)
C 1.749 -0.610 -0.132
N 0.454 -0.016 0.169
C 0.028 1.259 0.082
C -1.343 1.221 -0.021
N -1.763 -0.053 -0.019
O -2.829 -0.604 -0.104
N -0.599 -0.816 0.273
H 1.601 -1.671 -0.650
H 2.372 -0.047 -0.782
H 2.427 -0.943 0.684
H 0.744 2.044 0.259
H -2.220 2.019 0.124
H -0.620 -1.780 0.116

Each structure's energy above the most stable one, in eV: i 0.000; ii 3.183.

i | Formula: C3H4ClN
Source: the OMol25 dataset
Level of theory: wB97M-V/def2-TZVPD

Calculated values
HOMO-LUMO gap = 10.9 eV
charge = 0
HOMO = -9.976 eV

CARTESIAN COORDINATES (ANGSTROEM)
C -0.983 -1.051 0.840
C 0.797 2.583 -1.118
C -0.555 -0.919 -0.392
N 1.594 2.136 -0.394
Cl 0.824 -1.644 -1.078
H -0.461 -1.724 1.402
H -1.886 -0.613 1.424
H -1.189 -0.357 -1.089
H 1.859 1.588 0.405

ii | Formula: C3H4ClN
Source: the OMol25 dataset
Level of theory: wB97M-V/def2-TZVPD

Calculated values
HOMO-LUMO gap = 11.1 eV
charge = 0
HOMO = -10.731 eV

CARTESIAN COORDINATES (ANGSTROEM)
C -1.065 -0.468 -0.184
C 0.303 0.260 0.187
C 1.618 -0.022 -0.116
H -1.411 -1.364 0.596
H -1.969 -0.041 -0.252
H -0.928 -0.811 -1.321
H 0.259 0.491 1.351
N 2.867 0.025 -0.144
Cl 0.326 1.929 -0.118

Each structure's energy above the most stable one, in eV: i 0.000; ii 0.703.

i | Formula: C8H16Br8
Source: the OMol25 dataset
Level of theory: wB97M-V/def2-TZVPD

Calculated values
HOMO-LUMO gap (spin up / spin down) = 8.4 / 2.3 eV
2S+1 = 2
⟨S²⟩ = 0.755
charge = +1
HOMO (spin up / spin down) = -12.222 / -12.220 eV

CARTESIAN COORDINATES (ANGSTROEM)
Br -8.521 0.828 -11.484
C -6.901 1.584 -12.376
C -6.638 0.918 -13.673
Br -6.502 -1.074 -13.414
H -6.073 1.465 -11.677
H -7.025 2.663 -12.472
H -5.706 1.249 -14.130
H -7.460 1.072 -14.373
Br -6.308 -3.235 -17.310
C -5.979 -1.254 -17.279
C -5.577 -0.934 -18.754
Br -5.580 1.027 -18.845
H -5.141 -1.071 -16.606
H -6.955 -0.872 -16.979
H -6.217 -1.334 -19.540
H -4.576 -1.204 -19.090
Br 0.269 -6.360 -10.601
C -1.251 -7.657 -10.740
C -2.346 -7.219 -11.772
Br -3.464 -8.858 -12.122
H -1.717 -7.817 -9.767
H -0.936 -8.677 -10.957
H -1.962 -6.761 -12.684
H -3.105 -6.499 -11.466
Br -6.948 -6.346 -14.900
C -5.446 -5.935 -13.785
C -5.253 -4.442 -13.827
Br -3.404 -3.853 -13.215
H -4.658 -6.516 -14.264
H -5.579 -6.294 -12.764
H -5.990 -3.998 -13.157
H -5.408 -3.999 -14.811

ii | Formula: C8H16Br8
Source: the OMol25 dataset
Level of theory: wB97M-V/def2-TZVPD

Calculated values
HOMO-LUMO gap (spin up / spin down) = 8.7 / 2.6 eV
2S+1 = 2
⟨S²⟩ = 0.756
charge = +1
HOMO (spin up / spin down) = -12.252 / -12.252 eV

CARTESIAN COORDINATES (ANGSTROEM)
Br -2.447 1.081 0.044
C -0.932 2.065 0.868
C 0.004 1.050 1.547
Br 1.500 1.977 2.503
H -1.315 2.769 1.607
H -0.427 2.661 0.108
H 0.432 0.345 0.835
H -0.405 0.480 2.382
Br -3.602 4.366 -2.736
C -1.663 4.134 -3.021
C -1.457 3.518 -4.367
Br 0.479 3.647 -4.662
H -1.106 3.545 -2.292
H -1.258 5.128 -2.832
H -1.894 4.087 -5.188
H -1.761 2.476 -4.457
Br -3.624 -2.364 -1.192
C -2.262 -3.473 -0.209
C -1.387 -2.495 0.584
Br -0.018 -3.581 1.558
H -1.788 -4.029 -1.018
H -2.892 -4.123 0.399
H -2.057 -2.052 1.321
H -0.879 -1.690 0.053
Br 3.179 -0.721 0.842
C 4.294 -2.124 1.669
C 3.433 -2.781 2.809
Br 4.512 -4.046 3.854
H 5.158 -1.656 2.139
H 4.572 -2.911 0.968
H 2.551 -3.254 2.379
H 3.060 -2.029 3.505

Each structure's energy above the most stable one, in eV: i 0.415; ii 0.000.

i | Formula: C2H8N3O
Source: the OMol25 dataset
Level of theory: wB97M-V/def2-TZVPD

Calculated values
HOMO-LUMO gap = 11.3 eV
charge = +1
HOMO = -14.653 eV

CARTESIAN COORDINATES (ANGSTROEM)
C 0.900 0.135 0.006
C -1.558 -0.427 0.280
N 2.096 -0.171 -0.446
N 0.668 1.354 0.369
N -0.106 -0.732 0.141
O -2.107 0.435 -0.562
H -2.325 -1.575 0.351
H -1.824 -0.156 1.233
H 2.871 0.289 0.155
H 2.152 -1.071 -0.999
H 1.404 1.986 0.246
H -0.138 1.560 0.811
H 0.101 -1.787 -0.013
H -2.133 0.159 -1.571

ii | Formula: C2H8N3O
Source: the OMol25 dataset
Level of theory: wB97M-V/def2-TZVPD

Calculated values
HOMO-LUMO gap = 11.3 eV
charge = +1
HOMO = -14.417 eV

CARTESIAN COORDINATES (ANGSTROEM)
C -0.330 -1.303 1.261
N -1.218 -2.134 1.790
O -0.629 -0.193 0.814
H 0.722 -1.610 1.300
H -0.938 -2.997 2.229
H -2.094 -1.756 2.122
N 1.438 0.637 -0.697
C 0.784 1.392 -1.551
N -0.416 1.843 -1.331
H 1.035 0.429 0.226
H 2.182 0.091 -1.107
H 1.331 1.669 -2.443
H -0.901 2.264 -2.111
H -0.968 1.667 -0.503

Each structure's energy above the most stable one, in eV: i 2.245; ii 0.000.